Record 1
92
Properties=species:S:1:pos:R:3:mulliken_charge:R:1 method="wB97M-V/def2-TZVPD" energy_ev=-118105.42965
C 4.61746 4.18410 0.29556 -0.40
H 4.22178 4.96475 -2.40936 0.44
C 4.76685 6.67254 -7.14090 0.07
H 5.71120 6.06816 -7.16818 0.35
H 1.10035 -0.51401 5.05619 0.26
C -5.34956 -2.06912 5.14627 -0.42
S -0.27539 -0.83685 -2.98441 1.05
C -1.92129 -1.31153 -4.78542 -0.35
H 3.09318 -2.51581 3.70405 0.37
S -8.11762 -1.62574 -3.99158 1.10
C 5.46163 5.25490 -0.53725 -0.71
H -4.57865 -3.23069 3.47150 -0.05
O 0.04743 0.55329 -2.98860 -0.55
H 4.68012 4.52826 1.36623 0.36
O -8.66651 -3.12827 -3.74396 -0.34
O -0.01045 -1.68397 -1.86330 -0.51
O -4.69528 -1.61855 6.33666 -0.33
O -3.13903 -5.14421 0.88944 -0.35
C 1.31149 -1.18802 4.18894 -0.49
H 3.06402 1.62704 0.52338 0.39
O -2.56629 -0.42501 5.89864 -0.53
H -1.80515 -5.63009 -0.59384 0.31
H 6.42193 2.93946 0.12846 0.44
H 3.90247 -0.78726 1.26993 0.35
H -8.01763 -2.45894 -1.15041 0.27
H 3.81539 6.42915 -1.34068 0.28
C 4.63145 5.79446 -1.77727 -0.55
O 5.47964 6.60742 -2.64940 -0.34
H -8.32618 -4.58526 -2.29817 0.33
C 4.71156 7.98254 -6.27249 -0.51
H -2.83450 -1.86396 -4.99807 0.35
H 0.95213 -3.43432 4.06894 0.37
H -6.32053 -2.49979 5.38494 0.33
H 2.98028 2.06232 2.27958 0.26
H 3.63548 8.22672 -6.04046 0.32
O -7.35897 -1.61482 -5.20318 -0.53
H -0.41109 -2.09745 -6.14443 0.31
H -1.92897 -0.36989 -5.34013 0.27
H 3.54601 4.15310 -0.03841 0.33
O -2.92222 -3.11225 -0.42581 -0.19
O -2.58589 -2.58173 7.18127 -0.53
O -4.83622 -4.61697 -0.83116 -0.57
H 5.08302 8.84512 -6.89064 0.31
O 0.36397 -1.51011 -4.30843 -0.31
C 0.45349 -2.51425 4.46057 0.03
H 5.22857 2.52336 2.34791 0.30
O -1.83105 -1.00477 -3.39157 -0.24
O -4.70437 -3.27094 1.28252 -0.64
O 3.28941 7.60346 -3.58365 -0.60
O -9.18399 -0.71020 -3.74364 -0.54
H -6.34330 -2.99508 -1.42917 -0.26
N 3.75909 6.26296 -7.83290 -0.59
H 2.22863 -0.35240 1.70979 0.22
C 5.02825 1.85855 1.46535 -0.63
H 1.15287 -2.39904 6.55144 0.37
H -5.48629 -1.20924 4.48580 0.32
H -0.54880 -2.42422 3.95584 -0.11
O -3.09672 -2.55506 4.76244 -0.14
C 3.51302 1.41316 1.53356 -0.71
C -1.82610 -5.04045 0.32649 -0.45
H -0.77989 -3.15498 -4.76014 0.26
C -7.79277 -3.80309 -2.83440 -0.33
S -4.08789 -4.01477 0.22934 1.09
C -7.27655 -2.71526 -1.91203 0.31
C 3.30132 -0.09637 1.93012 -0.54
H 5.75188 0.99856 1.48903 0.38
H 6.40313 4.82595 -0.95783 0.36
H -0.46796 -1.69183 6.30524 0.27
S 4.51762 6.85649 -4.01696 0.74
H 5.71091 6.12409 0.13012 0.29
H 0.89531 -0.72792 3.26054 0.33
C 2.84947 -1.50665 4.13606 -0.70
S -3.09045 -1.72896 6.15298 1.02
H 4.93000 2.26696 -0.74653 0.20
H 3.19823 -1.55597 5.20917 0.23
H -0.88215 -3.38005 -0.71603 0.28
H -1.07933 -5.42403 1.01863 0.36
H -0.31339 -3.53408 6.26777 0.32
H 4.77232 -0.85500 3.34745 0.31
H 3.86479 0.52265 4.02389 0.38
H -4.47286 -4.04849 5.04962 0.27
H 3.02053 6.95956 -7.65815 0.27
C 5.31731 2.76166 0.18850 -0.78
C -4.40374 -3.08576 4.53534 0.08
C -1.64386 -3.56283 0.03707 -0.18
C 3.73274 -0.41908 3.41746 -0.66
O 5.41369 7.87586 -5.02357 -0.28
C -0.67048 -2.11783 -5.08743 -0.31
H -6.97946 -4.24916 -3.41285 0.31
O -7.08343 -1.57119 -2.74932 -0.30
C 0.17562 -2.56268 6.02563 -1.22
H -1.39482 -3.01031 0.94647 0.25

Record 2
60
Properties=species:S:1:pos:R:3:nbo_charge:R:1 method="wB97M-V/def2-TZVPD" total_charge=+1 relative_energy_kj_mol=42.3
C -3.97546 -0.58768 1.15481 0.29
H -3.82751 0.84489 2.60669 0.38
N -1.32723 0.84544 -2.06479 -0.66
Na -0.35227 -0.40322 -0.40419 0.83
H -5.79005 -1.45173 1.07285 0.43
H -0.07990 2.43558 -1.68073 0.21
H -2.93054 -0.28861 -2.69826 0.22
H 2.18571 0.43321 -1.42054 0.37
C -0.13269 2.05433 2.13486 0.17
H -2.16363 0.59796 -4.01629 0.18
H 0.35563 2.27501 4.21960 0.23
H 4.91922 -1.30237 1.84017 0.24
N 1.66169 -4.45128 1.45319 -0.61
H -0.36234 -0.97808 -4.16728 0.19
C 1.29127 -2.15693 1.10289 0.23
N 0.25896 2.14421 0.86357 -0.42
C 1.97439 2.85466 2.93596 -0.16
H -1.71386 3.07438 3.97336 0.25
N -0.52954 -1.83161 -2.27459 -0.67
H -2.51730 1.53937 4.32417 0.24
H 2.78127 -1.55924 -2.07836 0.20
H 1.75769 1.83601 -3.12857 0.20
C 3.55247 -2.91859 1.70602 -0.15
H 1.05663 -2.99027 -1.63564 0.19
N 0.03807 -2.50461 0.86771 -0.66
C 3.90319 -1.61366 1.63751 -0.26
H -2.04282 1.37576 -1.58223 0.38
H -3.22760 2.69358 3.18186 0.23
Se -0.04231 -4.24797 1.06557 1.05
C 1.48463 2.60892 0.62331 0.04
C -1.15126 -1.22910 -3.45817 -0.23
C 2.93407 -0.61495 1.28859 0.10
N -3.31258 0.35055 1.89687 -0.45
C -0.29653 1.77716 -2.52359 -0.23
H -1.12747 -2.54939 -1.88591 0.38
C -1.53590 1.61811 2.39743 0.23
H 1.76807 2.69203 -0.42345 0.19
H 3.24821 0.42290 1.23314 0.20
C -2.28637 2.26221 3.53543 -0.71
S -3.30151 -1.49631 -0.05595 -0.26
C 0.81692 -2.35208 -2.48730 -0.23
C -1.96761 0.02825 -3.09885 -0.24
N -5.27358 -0.70300 1.50063 -0.78
H -1.80474 -1.93327 -3.98025 0.20
C 0.70001 2.38523 3.19929 -0.23
C 0.99191 1.07354 -2.95983 -0.23
H 2.64107 3.12238 3.74577 0.23
C 2.37398 2.99025 1.61555 -0.25
H 4.25777 -3.69877 1.96038 0.24
N 1.44713 0.05447 -1.99578 -0.67
H -0.64100 2.40779 -3.35480 0.18
C 1.88030 -1.21772 -2.58962 -0.23
H 0.89622 -2.98455 -3.37871 0.18
H 3.34757 3.38668 1.35710 0.23
C 2.19047 -3.24080 1.43095 0.12
H 2.16394 -1.07337 -3.63528 0.19
N -2.02712 0.72218 1.62959 -0.20
H -5.65516 -0.27862 2.32919 0.39
N 1.68060 -0.84613 1.02175 -0.45
H 0.83683 0.59685 -3.92677 0.19

Record 3
13
Properties=species:S:1:pos:R:3:nbo_charge:R:1 method="wB97M-V/def2-TZVPD" relative_energy_kj_mol=185.0
H -1.73135 -2.14264 -0.05395 0.23
H 0.88300 -2.56243 0.28661 0.25
S 2.70583 -0.09484 0.00640 -0.18
H -1.57733 0.40498 0.83321 0.22
H 0.61431 2.25580 0.97647 0.37
N 0.33376 2.01407 -0.01864 -0.66
C 1.08635 -0.31937 -0.07030 0.05
N 0.14918 0.64206 -0.18934 -0.23
C -1.14645 0.04012 -0.10383 -0.27
C 0.42539 -1.58708 -0.00993 -0.25
H -1.89665 0.39367 -0.80953 0.23
H 1.06241 2.37826 -0.76120 0.39
C -0.90845 -1.42260 -0.08596 -0.14

Record 4
45
Properties=species:S:1:pos:R:3:mulliken_charge:R:1 method="wB97M-V/def2-TZVPD" total_charge=+2 relative_energy_kj_mol=0.0
F -2.61088 2.26148 2.55109 -0.28
F -1.13588 1.71407 0.43352 -0.60
H -1.54233 -3.99409 -1.21864 0.52
H 2.76038 -0.34266 1.52677 0.34
C -1.09681 -3.04280 -1.49783 -0.94
F -2.67694 3.69291 0.73756 -0.20
N -0.24297 -0.92838 -0.81844 0.55
H -2.49440 -0.57002 4.10221 0.40
C 3.53560 0.99625 -1.56031 -1.31
H 0.05588 -1.28680 -4.14759 0.50
H -4.21278 -1.23079 1.46982 0.46
Sc 0.28242 0.41352 0.80921 -0.04
H 2.03946 -1.71129 2.00104 0.29
H 0.68142 3.41603 -1.84818 0.40
H 4.23662 1.33963 -0.78634 0.32
C 0.10183 -0.63840 -2.10101 0.55
C 0.79532 0.67695 -2.40768 -1.08
H 2.26683 3.27052 -2.62495 0.40
C -0.88082 -2.09382 -0.51723 0.74
C -3.48260 -0.50146 1.08385 -1.23
H 3.65274 -0.08887 -1.62988 0.41
H -3.47615 -0.56999 -0.01316 0.35
F -0.70969 3.47380 2.03087 -0.25
H 4.63275 1.07684 1.56742 0.31
C -1.29909 -2.31570 0.92672 -1.23
H -3.19493 -2.04210 3.37560 0.43
P -1.82512 -0.79088 1.80212 1.16
C -0.79621 -2.75259 -2.82283 -0.53
C -2.28711 -1.42371 3.44308 -1.24
H -1.46678 -2.01271 3.86372 0.40
P 1.82024 1.44054 -1.06986 1.22
H 1.45065 0.54300 -3.28542 0.56
H -1.04102 -3.45815 -3.61638 0.45
H 0.01118 1.41437 -2.68029 0.42
H -3.82396 0.50853 1.37185 0.37
C -0.19921 -1.53221 -3.11828 -0.91
H 3.83025 1.43636 -2.52684 0.44
H 2.14784 3.83719 -0.94231 0.42
O 1.89220 -0.88395 1.48963 -0.54
B -1.94647 3.04855 1.65656 0.60
H -2.11967 -3.03683 0.98557 0.58
H -0.45045 -2.73761 1.49569 0.33
O 3.70977 0.82493 1.75675 -0.57
H 3.37967 1.45404 2.43151 0.30
C 1.72920 3.14629 -1.67865 -1.28